Record 1
{
  "formula": "C29H31FIrN4O10",
  "method": "the ωB97M-V functional and the def2-TZVPD basis",
  "symbols": ["Ir", "C", "N", "C", "C", "O", "C", "O", "C", "C", "O", "N", "C", "C", "H", "H", "H", "H", "H", "H", "H", "H", "H", "H", "H", "H", "H", "H", "H", "H", "C", "C", "C", "C", "C", "C", "C", "F", "C", "C", "C", "O", "C", "C", "N", "C", "C", "O", "O", "H", "H", "H", "H", "H", "H", "H", "H", "H", "H", "H", "O", "C", "O", "C", "C", "C", "C", "C", "C", "N", "O", "O", "H", "H", "H", "H"],
  "positions_angstrom": [[-1.40, 0.97, -0.33], [-5.03, 4.64, 0.50], [-4.67, 3.39, -0.18], [-5.78, 2.68, -0.82], [-3.49, 2.83, -0.09], [-3.30, 1.67, -0.55], [-2.37, 3.55, 0.67], [-1.08, 2.92, 0.46], [-0.09, 3.69, -0.24], [-0.28, 3.41, -1.73], [-1.27, 2.69, -2.01], [0.55, 3.91, -2.61], [0.37, 3.63, -4.04], [1.60, 4.87, -2.25], [-5.74, 5.18, -0.13], [-4.17, 5.28, 0.67], [-5.51, 4.42, 1.46], [-6.34, 3.39, -1.42], [-6.42, 2.25, -0.06], [-5.39, 1.89, -1.46], [-2.57, 3.50, 1.74], [-2.31, 4.59, 0.36], [0.88, 3.37, 0.13], [-0.22, 4.75, -0.01], [-0.33, 2.80, -4.15], [1.33, 3.36, -4.47], [-0.02, 4.51, -4.55], [2.04, 4.62, -1.28], [1.21, 5.88, -2.22], [2.38, 4.82, -2.99], [2.95, -1.57, 5.36], [1.91, -2.47, 4.71], [2.40, -3.87, 4.39], [3.55, -3.82, 3.39], [3.19, -2.98, 2.20], [3.85, -3.13, 1.00], [3.50, -2.36, -0.11], [4.17, -2.56, -1.25], [2.50, -1.44, -0.08], [1.80, -1.27, 1.13], [0.69, -0.36, 1.20], [0.46, 0.39, 0.16], [-0.04, -0.30, 2.38], [0.40, -1.02, 3.48], [1.44, -1.83, 3.44], [2.15, -2.02, 2.26], [-1.26, 0.54, 2.55], [-1.59, 0.99, 3.61], [-2.03, 0.73, 1.46], [3.33, -2.05, 6.26], [2.51, -0.62, 5.65], [3.79, -1.38, 4.70], [1.02, -2.53, 5.34], [1.58, -4.46, 3.98], [2.72, -4.35, 5.32], [3.81, -4.82, 3.06], [4.45, -3.41, 3.86], [4.64, -3.86, 0.90], [2.24, -0.86, -0.95], [-0.11, -0.91, 4.43], [-1.69, -0.92, -0.88], [-0.90, -0.89, -1.91], [-0.48, 0.26, -2.17], [-0.54, -2.11, -2.63], [0.46, -2.04, -3.60], [0.84, -3.19, -4.26], [0.20, -4.38, -3.93], [-0.80, -4.46, -2.98], [-1.17, -3.31, -2.32], [0.62, -5.62, -4.63], [1.56, -5.53, -5.39], [0.00, -6.62, -4.38], [0.92, -1.09, -3.83], [1.61, -3.19, -5.01], [-1.26, -5.42, -2.78], [-1.94, -3.34, -1.56]],
  "lowdin_charge": [1.787, 0.015, -0.096, 0.029, -0.353, -0.092, -0.029, -0.250, -0.043, -0.401, -0.020, -0.104, 0.019, 0.005, 0.107, 0.089, 0.118, 0.106, 0.116, 0.099, 0.165, 0.137, 0.148, 0.153, 0.095, 0.104, 0.111, 0.094, 0.112, 0.105, -0.009, -0.282, -0.120, -0.114, -0.109, 0.090, -0.241, 0.108, 0.087, -0.038, -0.236, -0.145, -0.019, 0.074, 0.046, -0.048, -0.490, 0.159, -0.143, 0.102, 0.091, 0.091, 0.152, 0.134, 0.134, 0.134, 0.132, 0.149, 0.135, 0.167, -0.060, -0.504, -0.026, -0.132, 0.020, 0.035, -0.105, 0.037, 0.028, -0.345, 0.107, 0.109, 0.129, 0.131, 0.131, 0.131],
  "e_above_lowest_kcal_mol": 12.1,
  "homo_ev": [-14.08, -14.08],
  "charge": 2,
  "energy_ev": -62552.132,
  "gap_ha": [0.2991, 0.2310],
  "s2": 0.754,
  "fmax_ev_per_a": 1.29,
  "spin_multiplicity": 2
}

Record 2
{
  "formula": "C29H31GaN4SSb",
  "method": "the ωB97M-V functional and the def2-TZVPD basis",
  "symbols": ["Ga", "C", "C", "N", "N", "C", "N", "S", "C", "C", "C", "C", "C", "N", "H", "H", "H", "H", "H", "H", "H", "H", "H", "C", "C", "C", "C", "C", "C", "C", "Sb", "C", "C", "C", "C", "C", "C", "C", "C", "C", "C", "C", "C", "C", "C", "H", "H", "H", "H", "H", "H", "H", "H", "H", "H", "H", "H", "H", "H", "H", "H", "H", "H", "H", "H", "H", "H"],
  "positions_angstrom": [[1.98, -0.52, 0.29], [5.32, 1.30, 1.31], [4.16, 0.78, 0.50], [3.81, -0.46, 0.40], [4.48, -1.32, 1.26], [3.72, -1.73, 2.23], [4.11, -2.63, 3.16], [2.09, -1.22, 2.40], [3.28, 1.73, -0.22], [3.68, 2.98, -0.65], [2.74, 3.77, -1.31], [1.45, 3.28, -1.50], [1.15, 2.01, -1.03], [2.04, 1.22, -0.40], [5.41, 0.78, 2.26], [5.21, 2.37, 1.53], [6.24, 1.15, 0.73], [4.72, -3.31, 2.74], [3.26, -3.03, 3.55], [4.70, 3.34, -0.50], [3.01, 4.76, -1.67], [0.69, 3.87, -2.00], [0.16, 1.58, -1.14], [-3.78, 0.19, -1.12], [-3.87, -0.47, 0.22], [-5.14, -0.73, 0.77], [-5.26, -1.33, 2.02], [-4.12, -1.69, 2.74], [-2.85, -1.44, 2.21], [-2.71, -0.84, 0.95], [-0.68, -0.52, 0.29], [-0.90, 1.64, 0.30], [-1.47, 2.19, 1.45], [-1.65, 3.57, 1.56], [-1.27, 4.41, 0.52], [-0.70, 3.88, -0.63], [-0.51, 2.49, -0.76], [0.10, 1.95, -2.02], [-0.78, -2.11, -1.19], [-1.06, -1.79, -2.53], [-1.13, -2.79, -3.50], [-0.92, -4.12, -3.14], [-0.65, -4.46, -1.82], [-0.57, -3.46, -0.83], [-0.27, -3.84, 0.59], [-4.78, 0.42, -1.54], [-3.27, -0.49, -1.84], [-3.22, 1.14, -1.05], [-6.04, -0.46, 0.23], [-6.24, -1.53, 2.44], [-4.22, -2.16, 3.71], [-1.98, -1.72, 2.78], [-1.77, 1.55, 2.27], [-2.10, 3.99, 2.46], [-1.41, 5.48, 0.61], [-0.40, 4.55, -1.43], [0.36, 2.76, -2.73], [-0.62, 1.29, -2.52], [1.03, 1.39, -1.79], [-1.21, -0.77, -2.83], [-1.34, -2.53, -4.53], [-0.98, -4.90, -3.90], [-0.49, -5.50, -1.56], [-0.13, -4.94, 0.70], [-1.11, -3.54, 1.25], [0.66, -3.35, 0.93], [1.98, -2.13, 0.29]],
  "lowdin_charge": [-0.041, 0.019, -0.208, -0.071, 0.045, -0.838, 0.083, 0.715, -0.176, 0.001, 0.044, -0.088, -0.400, 0.098, 0.093, 0.088, 0.111, 0.106, 0.070, 0.121, 0.135, 0.092, -0.057, -0.053, -0.283, -0.031, -0.063, -0.075, -0.141, -0.298, 1.583, -0.270, -0.078, -0.072, -0.029, -0.029, -0.282, -0.036, -0.314, -0.157, -0.080, -0.063, -0.024, -0.295, -0.071, 0.094, 0.065, 0.073, 0.113, 0.108, 0.107, 0.091, 0.110, 0.109, 0.119, 0.117, 0.196, 0.223, 0.125, 0.058, 0.105, 0.109, 0.115, 0.096, 0.076, 0.018, -0.005],
  "e_above_lowest_kcal_mol": 392.2,
  "homo_ev": [-9.91, -9.91],
  "charge": 1,
  "energy_ev": -106255.405,
  "gap_ha": [0.2217, 0.2218],
  "fmax_ev_per_a": 19.81,
  "spin_multiplicity": 1
}

Record 3
{
  "formula": "C29H31KN2OSb",
  "method": "the ωB97M-V functional and the def2-TZVPD basis",
  "symbols": ["K", "C", "C", "O", "N", "C", "C", "C", "C", "C", "C", "N", "H", "H", "H", "H", "H", "H", "H", "H", "H", "H", "C", "C", "C", "C", "C", "C", "C", "Sb", "C", "C", "C", "C", "C", "C", "C", "C", "C", "C", "C", "C", "C", "C", "H", "H", "H", "H", "H", "H", "H", "H", "H", "H", "H", "H", "H", "H", "H", "H", "H", "H", "H", "H", "H"],
  "positions_angstrom": [[0.34, -0.04, 0.43], [-2.50, -2.08, -2.30], [-2.44, -1.23, -1.07], [-1.47, -1.26, -0.30], [-3.49, -0.44, -0.80], [-3.55, 0.42, 0.37], [-3.03, 1.82, 0.10], [-3.93, 2.86, -0.11], [-3.44, 4.13, -0.37], [-2.07, 4.32, -0.41], [-1.26, 3.22, -0.19], [-1.71, 1.99, 0.07], [-1.49, -2.27, -2.66], [-3.09, -1.63, -3.09], [-2.96, -3.04, -2.03], [-4.25, -0.43, -1.47], [-2.98, -0.05, 1.17], [-4.59, 0.47, 0.69], [-4.99, 2.67, -0.06], [-4.12, 4.96, -0.54], [-1.64, 5.29, -0.61], [-0.18, 3.35, -0.22], [4.13, 2.65, -2.05], [5.25, 1.66, -2.15], [6.51, 2.11, -2.53], [7.59, 1.24, -2.65], [7.42, -0.10, -2.37], [6.17, -0.57, -1.98], [5.08, 0.29, -1.89], [3.18, -0.44, -1.31], [3.74, -1.99, 0.05], [3.87, -1.50, 1.35], [4.29, -2.31, 2.40], [4.58, -3.64, 2.14], [4.45, -4.14, 0.86], [4.02, -3.34, -0.21], [3.90, -3.97, -1.57], [2.46, -1.64, -2.93], [1.52, -2.59, -2.54], [0.90, -3.41, -3.47], [1.20, -3.26, -4.81], [2.11, -2.29, -5.20], [2.75, -1.47, -4.28], [3.72, -0.44, -4.80], [4.46, 3.65, -2.33], [3.72, 2.71, -1.03], [3.29, 2.39, -2.70], [6.65, 3.16, -2.73], [8.55, 1.62, -2.95], [8.25, -0.79, -2.45], [6.06, -1.62, -1.74], [3.67, -0.46, 1.57], [4.40, -1.90, 3.40], [4.91, -4.29, 2.94], [4.68, -5.17, 0.66], [4.50, -4.88, -1.62], [4.22, -3.31, -2.37], [2.87, -4.24, -1.81], [1.28, -2.74, -1.49], [0.19, -4.16, -3.14], [0.73, -3.89, -5.55], [2.33, -2.17, -6.25], [3.62, -0.34, -5.88], [4.76, -0.71, -4.58], [3.56, 0.55, -4.37]],
  "nbo_charge": [0.945, -0.712, 0.711, -0.745, -0.583, -0.257, 0.190, -0.239, -0.140, -0.245, 0.045, -0.486, 0.256, 0.228, 0.252, 0.409, 0.235, 0.221, 0.226, 0.234, 0.236, 0.191, -0.639, -0.030, -0.202, -0.184, -0.233, -0.146, -0.381, 0.990, -0.384, -0.182, -0.237, -0.188, -0.193, -0.034, -0.634, -0.345, -0.240, -0.231, -0.198, -0.196, -0.036, -0.632, 0.228, 0.217, 0.213, 0.214, 0.223, 0.223, 0.204, 0.190, 0.221, 0.224, 0.217, 0.224, 0.222, 0.232, 0.207, 0.218, 0.223, 0.216, 0.225, 0.235, 0.212],
  "homo_ev": -10.64,
  "charge": 1,
  "energy_ev": -58462.555,
  "gap_ha": 0.3057,
  "fmax_ev_per_a": 0.95,
  "spin_multiplicity": 1
}